Record 1
{
  "formula": "C22H50BaF6NO14S2",
  "method": "wB97M-V/def2-TZVPD",
  "charge": 1,
  "gap_ev": 3.321,
  "energy_ha": -3396.71375,
  "elements": ["Ba", "C", "F", "F", "F", "S", "O", "O", "N", "S", "O", "O", "C", "F", "F", "F", "C", "O", "C", "C", "O", "C", "H", "H", "H", "H", "H", "H", "H", "H", "H", "H", "C", "O", "C", "C", "O", "C", "H", "H", "H", "H", "H", "H", "H", "H", "H", "H", "C", "O", "C", "C", "O", "C", "H", "H", "H", "H", "H", "H", "H", "H", "H", "H", "C", "O", "C", "C", "O", "C", "H", "H", "H", "H", "H", "H", "H", "H", "H", "H", "C", "O", "C", "C", "O", "C", "H", "H", "H", "H", "H", "H", "H", "H", "H", "H"],
  "positions_angstrom": [[3.07, 5.23, 0.66], [2.28, -1.92, 0.39], [2.36, -3.11, 1.03], [3.49, -1.65, -0.08], [1.52, -2.03, -0.69], [1.62, -0.61, 1.66], [0.86, -1.39, 2.61], [2.90, 0.10, 2.04], [0.73, 0.55, 0.71], [-0.76, -0.05, 0.75], [-0.91, -1.47, 0.69], [-1.61, 0.61, 1.72], [-1.50, 0.57, -0.94], [-1.52, 1.94, -0.90], [-0.66, 0.20, -1.96], [-2.64, 0.02, -1.14], [-3.75, -6.61, 6.38], [-3.07, -7.41, 5.45], [-2.43, -6.55, 4.54], [-1.78, -7.46, 3.41], [-2.75, -8.38, 2.77], [-3.66, -7.67, 1.94], [-4.37, -7.17, 7.08], [-4.44, -5.97, 5.83], [-3.04, -5.97, 6.91], [-1.66, -5.96, 5.03], [-3.16, -5.94, 4.00], [-1.09, -8.17, 3.85], [-1.13, -6.80, 2.83], [-4.30, -7.09, 2.60], [-4.26, -8.33, 1.31], [-3.19, -6.94, 1.28], [4.46, -3.94, -6.74], [5.88, -4.10, -6.61], [6.63, -3.68, -7.71], [8.17, -3.73, -7.51], [8.74, -2.71, -6.72], [8.76, -1.43, -7.25], [4.14, -2.92, -6.57], [3.98, -4.52, -5.95], [4.13, -4.21, -7.75], [6.45, -2.65, -8.03], [6.38, -4.33, -8.55], [8.68, -3.93, -8.45], [8.40, -4.65, -6.97], [9.19, -0.80, -6.47], [7.79, -1.17, -7.67], [9.46, -1.42, -8.08], [1.82, 5.09, -4.63], [2.68, 4.28, -3.87], [3.46, 3.38, -4.71], [4.40, 2.41, -3.92], [5.16, 3.21, -2.92], [6.48, 2.61, -2.66], [1.39, 5.84, -3.96], [1.01, 4.49, -5.05], [2.40, 5.56, -5.42], [4.05, 3.95, -5.43], [2.85, 2.75, -5.37], [5.12, 1.94, -4.59], [3.97, 1.56, -3.39], [7.18, 3.33, -2.25], [6.95, 2.27, -3.58], [6.39, 1.77, -1.97], [2.79, 5.30, 5.98], [1.77, 5.39, 4.95], [0.41, 5.19, 5.48], [-0.63, 6.13, 4.75], [-0.35, 6.10, 3.33], [-1.39, 6.79, 2.65], [2.52, 5.94, 6.82], [3.75, 5.60, 5.57], [2.91, 4.29, 6.37], [0.33, 5.42, 6.55], [0.22, 4.13, 5.31], [-0.48, 7.15, 5.11], [-1.62, 5.77, 5.01], [-2.41, 6.44, 2.80], [-1.19, 6.81, 1.58], [-1.50, 7.85, 2.90], [-8.16, -1.35, 2.67], [-9.07, -0.29, 2.48], [-8.50, 1.03, 2.68], [-9.49, 2.20, 2.86], [-10.37, 2.28, 1.76], [-9.77, 2.61, 0.50], [-7.25, -1.16, 2.11], [-8.52, -2.33, 2.38], [-7.92, -1.40, 3.73], [-7.75, 1.28, 1.93], [-7.83, 0.94, 3.53], [-9.08, 3.17, 3.14], [-10.22, 1.95, 3.63], [-10.47, 3.07, -0.19], [-9.59, 1.67, -0.02], [-8.85, 3.19, 0.63]]
}

***

Record 2
{
  "formula": "C22H50CeN3P3S",
  "method": "wB97M-V/def2-TZVPD",
  "charge": 3,
  "multiplicity": 2,
  "gap_ev": [5.813, 5.792],
  "de_lowest_kj_mol": 182.04,
  "energy_ha": -2928.77274,
  "elements": ["Ce", "P", "P", "P", "H", "C", "C", "H", "C", "C", "C", "C", "C", "C", "C", "C", "C", "H", "H", "H", "H", "H", "H", "H", "H", "H", "H", "H", "H", "H", "H", "H", "H", "H", "H", "H", "H", "H", "H", "H", "H", "H", "H", "H", "H", "H", "C", "C", "C", "C", "C", "C", "S", "H", "H", "H", "H", "H", "H", "C", "N", "C", "C", "N", "N", "C", "C", "H", "H", "H", "H", "H", "H", "H", "H", "H", "H", "H", "H", "H"],
  "positions_angstrom": [[1.03, -1.71, -0.50], [-0.40, 1.16, 0.96], [-2.28, -1.48, -0.82], [2.68, 0.69, -0.77], [1.73, -3.02, -4.46], [2.33, -2.42, -3.72], [2.54, -3.09, -2.32], [1.99, -4.00, -2.29], [-0.92, 2.73, 0.10], [-1.87, 1.08, 2.07], [0.72, 1.90, 2.20], [-2.97, -3.04, -1.55], [-3.55, -1.12, 0.54], [-2.66, 0.00, -1.88], [3.95, 0.02, -1.92], [3.92, 1.18, 0.51], [2.29, 2.35, -1.48], [3.23, -2.15, -4.33], [3.55, -3.19, -1.95], [-1.07, 3.51, 0.88], [-1.87, 2.58, -0.45], [-0.13, 3.06, -0.60], [-1.78, 1.82, 2.88], [-1.94, 0.08, 2.53], [-2.79, 1.33, 1.50], [0.10, 2.45, 2.92], [1.43, 2.59, 1.73], [1.27, 1.12, 2.75], [-4.06, -3.14, -1.36], [-2.47, -3.85, -0.96], [-2.77, -3.24, -2.61], [-4.32, -0.38, 0.21], [-3.08, -0.63, 1.42], [-4.04, -2.04, 0.89], [-3.49, -0.24, -2.56], [-1.78, 0.30, -2.46], [-2.95, 0.84, -1.23], [4.38, 0.88, -2.45], [3.52, -0.68, -2.67], [4.69, -0.51, -1.30], [4.55, 1.97, 0.07], [4.54, 0.29, 0.72], [3.45, 1.54, 1.44], [3.17, 2.67, -2.07], [2.11, 3.07, -0.66], [1.40, 2.27, -2.13], [-0.14, -0.51, -4.35], [-0.23, 0.90, -4.63], [-0.98, 1.23, -5.73], [-1.56, 0.17, -6.50], [-1.72, -1.13, -5.99], [-0.90, -1.50, -4.93], [1.29, -0.83, -3.36], [0.49, -0.32, -2.10], [0.37, 1.56, -3.97], [-1.07, 2.28, -5.97], [-1.96, 0.32, -7.54], [-2.43, -1.81, -6.47], [-0.62, -2.53, -4.70], [-1.90, -2.79, 3.12], [-0.62, -2.25, 3.61], [-0.59, -1.90, 5.01], [0.37, -2.10, 2.73], [0.11, -2.35, 1.43], [1.65, -1.70, 2.98], [2.20, -1.41, 4.29], [2.52, -1.35, 1.80], [-2.33, -3.24, 4.01], [-1.78, -3.57, 2.34], [-2.57, -1.96, 2.78], [0.02, -2.59, 5.60], [-0.32, -0.85, 5.16], [-1.63, -2.01, 5.31], [-0.89, -2.43, 1.25], [1.86, -2.17, 5.00], [3.31, -1.49, 4.21], [1.95, -0.38, 4.64], [2.67, -2.26, 1.13], [2.05, -0.44, 1.29], [3.53, -1.01, 2.19]]
}

***

Record 3
{
  "formula": "C22H50Cl10N2",
  "method": "wB97M-V/def2-TZVPD",
  "gap_ev": 8.498,
  "de_lowest_kj_mol": 1681.02,
  "energy_ha": -5578.95625,
  "elements": ["Cl", "C", "C", "Cl", "H", "H", "H", "H", "Cl", "C", "C", "Cl", "H", "H", "H", "H", "Cl", "C", "C", "Cl", "H", "H", "H", "H", "Cl", "C", "C", "Cl", "H", "H", "H", "H", "Cl", "C", "C", "Cl", "H", "H", "H", "H", "C", "C", "N", "C", "C", "C", "C", "H", "H", "H", "H", "H", "H", "H", "H", "H", "H", "H", "H", "H", "H", "H", "C", "C", "N", "C", "C", "C", "C", "H", "H", "H", "H", "H", "H", "H", "H", "H", "H", "H", "H", "H", "H", "H"],
  "positions_angstrom": [[1.34, 3.07, -6.21], [-0.17, 2.36, -7.04], [-0.28, 0.85, -6.62], [-0.93, 0.63, -4.93], [0.09, 2.35, -8.11], [-1.29, 2.87, -6.79], [0.73, 0.34, -6.67], [-0.85, 0.54, -7.23], [-1.79, -0.18, 0.13], [-0.29, 0.88, -0.08], [-0.51, 1.82, -1.31], [-1.73, 3.01, -1.10], [0.53, 0.27, -0.23], [-0.22, 1.49, 0.74], [-0.60, 1.29, -2.16], [0.40, 2.55, -1.58], [-1.32, 5.47, -5.20], [-0.87, 5.52, -3.57], [0.55, 4.89, -3.37], [1.22, 5.26, -1.81], [-1.48, 5.28, -2.87], [-0.66, 6.72, -3.28], [1.19, 5.06, -4.03], [0.39, 3.79, -3.60], [-5.17, 2.51, 2.33], [-3.54, 2.62, 1.71], [-2.52, 2.31, 2.92], [-1.05, 3.32, 2.70], [-3.45, 3.71, 1.41], [-3.58, 1.89, 0.79], [-2.22, 1.21, 2.85], [-2.98, 2.57, 3.89], [2.03, -0.14, 3.82], [1.74, 0.94, 2.39], [0.69, 1.97, 2.63], [0.71, 3.26, 1.45], [1.68, 0.32, 1.27], [2.82, 1.36, 1.98], [0.80, 2.55, 3.64], [-0.29, 1.52, 2.80], [-3.11, -4.47, 1.99], [-2.19, -3.35, 2.50], [-1.01, -3.70, 3.33], [0.14, -2.90, 3.16], [-0.06, -1.57, 3.04], [-1.46, -3.83, 4.75], [-0.44, -4.85, 5.39], [-3.68, -4.71, 2.91], [-2.42, -5.34, 1.71], [-3.89, -4.05, 1.31], [-2.71, -2.33, 2.92], [-1.86, -2.74, 1.61], [0.51, -3.30, 2.15], [0.97, -3.14, 3.65], [-0.92, -0.93, 2.76], [0.60, -1.20, 2.41], [0.29, -0.87, 3.79], [-2.40, -4.18, 4.67], [-1.61, -3.02, 5.49], [0.36, -4.21, 5.64], [-0.18, -5.66, 4.81], [-0.94, -5.10, 6.42], [0.52, -2.93, -0.46], [0.76, -1.77, -1.47], [1.79, -0.74, -1.04], [3.03, -1.13, -0.68], [3.73, -2.15, -1.41], [1.83, 0.32, -2.09], [2.62, 1.64, -1.69], [0.46, -2.32, 0.50], [1.50, -3.63, -0.57], [-0.46, -3.52, -0.51], [-0.25, -1.35, -1.78], [1.17, -2.32, -2.41], [2.73, -1.73, 0.30], [3.49, -0.32, 0.05], [3.26, -2.74, -2.05], [4.28, -2.94, -0.66], [4.45, -1.58, -1.84], [0.94, 0.64, -2.43], [2.46, -0.04, -2.92], [3.66, 1.42, -1.20], [2.25, 2.28, -1.12], [2.73, 2.21, -2.60]]
}

***

Record 4
{
  "formula": "C22H51BBeBr2Ca2NO13S",
  "method": "wB97M-V/def2-TZVPD",
  "charge": 1,
  "gap_ev": 3.014,
  "energy_ha": -8842.15797,
  "elements": ["C", "C", "B", "O", "C", "C", "C", "C", "C", "O", "O", "H", "H", "H", "H", "H", "H", "H", "H", "H", "H", "H", "H", "H", "H", "Ca", "Br", "O", "S", "O", "O", "O", "Ca", "C", "C", "O", "C", "O", "O", "C", "H", "H", "H", "H", "H", "H", "H", "H", "O", "H", "H", "C", "C", "N", "C", "C", "C", "C", "C", "O", "C", "H", "H", "H", "H", "H", "H", "H", "H", "H", "H", "H", "H", "H", "H", "H", "H", "H", "H", "H", "H", "C", "C", "C", "O", "H", "H", "H", "H", "H", "H", "H", "Be", "Br"],
  "positions_angstrom": [[-2.86, 1.89, 2.84], [-3.98, 0.88, 2.39], [-3.61, 0.44, 0.92], [-2.37, -0.15, 0.64], [-4.60, 0.73, -0.17], [-4.44, 2.18, -0.55], [-4.72, 2.43, -2.01], [-3.55, 2.02, -2.87], [-3.86, 2.23, -4.31], [-4.98, 2.33, -4.75], [-2.82, 2.33, -5.18], [-3.24, 2.88, 3.13], [-2.33, 1.49, 3.70], [-2.16, 2.05, 2.04], [-3.98, 0.08, 3.12], [-4.96, 1.34, 2.31], [-1.78, 0.56, 0.40], [-4.40, 0.09, -1.03], [-5.12, 2.77, 0.13], [-3.42, 2.48, -0.32], [-4.87, 3.50, -2.15], [-5.64, 1.95, -2.32], [-2.71, 2.67, -2.65], [-3.21, 0.98, -2.67], [-2.19, 2.95, -4.79], [-5.63, 2.88, 3.32], [-1.22, 0.08, -3.23], [-4.79, -2.40, 5.28], [-4.42, -1.28, 6.11], [-2.81, -1.46, 6.18], [-4.92, -1.36, 7.45], [-4.73, 0.01, 5.48], [0.22, -0.84, -4.89], [0.15, 2.16, 5.40], [-0.13, 3.21, 4.36], [-0.89, 4.32, 4.88], [-0.20, 5.17, 5.65], [0.97, 5.09, 5.91], [-1.04, 6.10, 6.08], [-0.47, 7.04, 7.00], [-0.77, 1.81, 5.88], [0.65, 1.30, 4.95], [0.79, 2.55, 6.19], [-0.74, 2.79, 3.57], [0.79, 3.58, 3.90], [0.42, 7.50, 6.58], [-0.23, 6.54, 7.94], [-1.22, 7.80, 7.18], [-1.78, -0.20, -8.35], [-2.05, 0.69, -8.11], [-2.27, -0.38, -9.16], [6.50, -0.39, -0.70], [5.80, -1.73, -0.79], [4.68, -1.94, 0.20], [5.28, -1.89, 1.57], [4.11, -3.39, 0.02], [3.46, -3.54, -1.35], [3.59, -0.85, 0.19], [2.85, -0.62, -1.11], [3.62, -0.22, -2.24], [3.13, -0.98, -3.34], [7.00, -0.24, 0.25], [7.26, -0.35, -1.48], [5.82, 0.45, -0.87], [6.52, -2.53, -0.60], [5.41, -1.89, -1.78], [6.09, -2.63, 1.62], [4.51, -2.14, 2.29], [5.66, -0.90, 1.77], [3.41, -3.58, 0.83], [4.94, -4.08, 0.14], [2.47, -3.16, -1.35], [3.34, -4.57, -1.67], [4.02, -3.05, -2.12], [4.09, 0.05, 0.54], [2.85, -1.14, 0.94], [2.10, 0.16, -0.93], [2.32, -1.50, -1.35], [2.22, -1.52, -3.08], [3.89, -1.71, -3.61], [2.91, -0.42, -4.23], [1.37, -5.81, -4.66], [0.56, -4.69, -3.98], [-0.76, -4.54, -4.77], [1.29, -3.51, -4.02], [1.60, -5.55, -5.69], [2.30, -5.99, -4.12], [0.81, -6.75, -4.67], [0.27, -5.08, -2.98], [-0.56, -4.26, -5.81], [-1.39, -3.77, -4.31], [-1.33, -5.47, -4.77], [-5.96, 1.32, -6.18], [-1.16, -0.61, 6.48]]
}

***

Record 5
{
  "formula": "C22H51BCuN4O2Si2",
  "method": "wB97M-V/def2-TZVPD",
  "multiplicity": 2,
  "gap_ev": [7.983, 8.485],
  "de_lowest_kj_mol": 0.00,
  "energy_ha": -3482.66250,
  "elements": ["O", "O", "C", "C", "H", "H", "H", "H", "H", "C", "C", "H", "H", "H", "H", "H", "C", "C", "C", "H", "H", "H", "H", "H", "C", "H", "H", "H", "H", "H", "H", "Cu", "C", "Si", "H", "H", "C", "C", "C", "C", "Si", "H", "H", "C", "C", "C", "H", "H", "H", "H", "H", "H", "H", "H", "H", "H", "H", "H", "H", "H", "H", "H", "H", "H", "B", "N", "C", "C", "C", "N", "N", "C", "C", "C", "N", "H", "H", "H", "H", "H", "H", "H", "H"],
  "positions_angstrom": [[-1.55, -1.32, -0.60], [0.76, 1.13, -4.36], [-0.69, -2.48, -0.90], [-1.51, -3.74, -1.12], [-0.04, -2.59, -0.02], [-0.08, -2.20, -1.77], [-2.00, -4.08, -0.20], [-0.83, -4.53, -1.45], [-2.26, -3.63, -1.90], [-1.96, -0.52, -1.74], [-1.82, -1.21, -3.07], [-1.36, 0.40, -1.72], [-3.01, -0.26, -1.57], [-0.87, -0.92, -3.54], [-2.61, -0.85, -3.72], [-1.89, -2.30, -3.04], [0.42, 2.30, -3.63], [2.17, 0.93, -4.43], [-1.04, 2.63, -3.84], [1.03, 3.16, -3.97], [0.63, 2.12, -2.56], [-1.27, 2.81, -4.89], [-1.28, 3.55, -3.30], [-1.69, 1.84, -3.46], [2.51, 0.12, -5.66], [2.49, 0.41, -3.51], [2.71, 1.89, -4.48], [1.95, -0.82, -5.69], [3.58, -0.11, -5.66], [2.30, 0.69, -6.57], [3.05, -0.50, 1.32], [-1.53, -0.90, 1.25], [3.43, -0.41, 0.32], [4.95, 0.67, 0.42], [3.70, -1.39, -0.07], [2.68, 0.03, -0.34], [6.37, -0.24, -0.36], [5.07, 0.81, 2.29], [4.59, 2.37, -0.27], [-3.19, -1.83, 1.59], [-4.46, -0.50, 1.30], [-2.95, -2.14, 2.62], [-3.29, -2.73, 0.97], [-5.79, -1.22, 0.15], [-3.89, 1.13, 0.54], [-5.15, -0.03, 2.98], [4.00, 2.32, -1.19], [5.52, 2.92, -0.48], [4.02, 2.94, 0.48], [6.30, -1.31, -0.12], [7.33, 0.13, 0.01], [6.38, -0.13, -1.45], [4.99, -0.19, 2.72], [4.22, 1.41, 2.65], [6.02, 1.27, 2.60], [-4.62, 1.51, -0.19], [-2.92, 1.08, 0.02], [-3.77, 1.89, 1.32], [-6.02, 0.62, 2.87], [-4.38, 0.48, 3.58], [-5.45, -0.95, 3.51], [-6.77, -0.82, 0.41], [-5.83, -2.32, 0.27], [-5.60, -1.00, -0.91], [-1.27, 0.43, 4.29], [-0.85, 1.34, 3.09], [-0.20, 2.51, 3.16], [0.25, 2.85, 1.89], [-0.16, 1.80, 1.04], [-0.82, 0.88, 1.78], [-0.39, -0.84, 4.04], [0.63, -1.27, 4.81], [1.33, -2.23, 4.10], [0.68, -2.34, 2.85], [-0.34, -1.46, 2.80], [-2.44, 0.22, 4.41], [-0.83, 0.95, 5.29], [-0.08, 2.98, 4.12], [0.79, 3.74, 1.61], [0.00, 1.65, -0.02], [0.78, -0.85, 5.79], [2.20, -2.77, 4.43], [0.92, -2.99, 2.02]]
}